Formula: C3H2BrF3
Source: the OMol25 dataset
Level of theory: the ωB97M-V functional and the def2-TZVPD basis

The energy above the lowest of the compared OMol25 structures with the same formula, charge and spin is 215.49 kJ/mol. The value obtained for the HOMO energy is -10.34 eV. As for the frontier orbital gap: 10.840 eV. The electronic energy comes out at -2989.019287 a.u. As for the spin multiplicity: 1.

CARTESIAN COORDINATES (ANGSTROEM)
C: 0.390 -0.587 0.398
C: 1.363 0.260 0.676
C: -1.202 0.109 -0.529
F: 2.609 0.043 1.061
F: 1.211 1.606 0.534
F: -2.120 0.002 0.454
Br: -1.422 -0.943 -2.126
H: 0.294 -1.680 0.161
H: -1.123 1.190 -0.630